## 1
Entry from OMol25: a gas-phase ion, C5H10NO (charge +1) (ωB97M-V/def2-TZVPD).

Computed properties:
SMILES string: [NH3+]/C=C/CCC=O
M: 100.14 g/mol
net charge: +1

Each line ends with the Mulliken charge.
Element x y z (Å)
O -1.72 -0.41 0.65  -0.57
C -1.45 -1.23 -0.20  0.05
C -0.12 -1.97 -0.23  -0.57
C 1.17 -1.05 -0.07  -0.36
C 0.76 0.33 -0.45  -0.40
C 0.77 1.44 0.32  -0.57
N -0.47 2.31 0.46  -0.24
H -2.29 -1.62 -0.83  0.39
H -0.10 -2.71 0.57  0.35
H -0.08 -2.51 -1.18  0.36
H 1.47 -1.00 0.98  0.31
H 2.05 -1.52 -0.52  0.41
H 0.60 0.65 -1.50  0.37
H 1.64 2.10 0.49  0.41
H -0.61 2.95 -0.34  0.35
H -0.50 2.78 1.36  0.38
H -1.11 1.46 0.47  0.34

=====

## 2
Entry from OMol25: a gas-phase ion, C5H10NO (charge +1) (ωB97M-V/def2-TZVPD).

Computed properties:
SMILES string: C=[NH+]CCCC=O
M: 100.14 g/mol
net charge: +1

Each line ends with the Mulliken charge.
Element x y z (Å)
O 0.20 -1.33 1.83  -0.52
C -0.89 -1.29 1.33  -0.07
C -1.59 -0.09 0.76  -0.47
C -1.17 -0.03 -0.78  -0.83
C 0.20 0.87 -0.94  -0.72
C 2.57 0.51 -0.36  -0.13
N 1.34 0.23 -0.21  0.20
H -1.37 -2.28 1.24  0.40
H -1.09 0.76 1.24  0.31
H -2.63 -0.01 1.04  0.40
H -1.90 0.60 -1.28  0.35
H -1.03 -1.05 -1.13  0.49
H -0.07 1.73 -0.34  0.44
H 0.37 0.79 -2.00  0.42
H 2.84 1.43 -0.85  0.31
H 3.19 -0.20 0.18  0.29
H 1.04 -0.62 0.27  0.13

=====

## 3
Entry from OMol25: 2 unconnected molecules or ions with the total composition C5H10NO (ωB97M-V/def2-TZVPD).

Computed properties:
M: 100.14 g/mol
net charge: +1

Each line ends with the Mulliken charge.
Element x y z (Å)
C -0.70 -1.11 -0.13  -0.07
C -1.79 -0.08 -0.08  -0.80
C -1.03 1.23 -0.16  -0.67
C 0.38 0.78 0.17  0.01
C 1.74 -1.16 -0.10  -0.86
N 0.46 -0.62 -0.02  0.22
O 1.47 1.47 -0.16  -0.45
H -0.84 -2.15 -0.27  0.49
H -2.71 -0.26 -0.64  0.44
H -2.25 -0.16 0.89  0.33
H -1.09 1.30 -1.20  0.30
H -1.52 2.08 0.29  0.48
H 0.55 0.44 1.91  0.17
H 2.28 -0.41 -0.69  0.32
H 1.76 -2.18 -0.69  0.35
H 1.96 -1.63 0.91  0.34
H 1.34 2.46 -0.03  0.38

=====

## 4
Entry from OMol25: 2 unconnected molecules or ions with the total composition C5H10NO (ωB97M-V/def2-TZVPD).

Computed properties:
M: 100.14 g/mol
net charge: +1

Each line ends with the Mulliken charge.
Element x y z (Å)
C 0.02 -1.65 0.51  -0.01
C -0.73 1.11 -0.08  -1.33
C -0.53 0.94 -1.37  0.27
C -0.15 -0.86 1.48  0.28
C 0.70 1.34 -2.09  -0.96
N -0.12 -0.33 2.64  -0.26
O 0.39 -2.94 0.92  -0.46
H -0.30 -1.40 -0.51  0.32
H -0.12 1.74 0.43  0.42
H -1.75 0.85 0.19  0.49
H -1.22 0.26 -1.95  0.38
H 0.67 1.45 -3.18  0.34
H 1.57 0.54 -1.89  0.18
H 1.10 2.39 -1.61  0.28
H 0.78 -3.35 0.07  0.39
H 0.68 0.17 3.25  0.35
H -0.98 -0.27 3.18  0.31

=====

Most stable: 2 (next structure +48.6 kcal/mol)

=====

## 1
Entry from OMol25: a gas-phase ion, C5H10NO (charge +1) (ωB97M-V/def2-TZVPD).

Computed properties:
M: 100.14 g/mol
net charge: +1

Each line ends with the Mulliken charge.
Element x y z (Å)
C -2.61 0.14 -0.64  -0.57
C -2.67 -0.14 0.85  -0.58
C -1.38 0.35 0.09  -0.07
C -0.18 -0.49 -0.06  -0.05
C 2.29 -0.63 0.14  -0.47
N 3.27 0.50 0.03  -0.17
O 1.04 -0.17 0.04  -0.11
H -2.61 -0.82 -1.19  0.24
H -2.92 0.93 -1.22  0.32
H -3.21 0.59 1.50  0.27
H -2.65 -1.21 1.10  0.25
H -1.27 1.44 0.17  0.35
H -0.44 -1.50 -0.15  0.39
H 2.75 -1.41 -0.60  0.22
H 4.19 0.16 0.18  0.36
H 2.90 1.23 0.62  0.32
H 3.14 0.89 -0.84  0.30

=====

## 2
Entry from OMol25: a gas-phase ion, C5H10NO (charge +1) (ωB97M-V/def2-TZVPD).

Computed properties:
SMILES string: C=C/C=C/[NH2+]CO
M: 100.14 g/mol
net charge: +1

Each line ends with the Mulliken charge.
Element x y z (Å)
C 3.59 0.29 0.23  -0.61
C 2.46 -0.05 -0.35  -0.19
C 1.26 0.10 0.38  0.04
C -0.05 -0.54 -0.14  -0.54
C -2.48 -0.13 -0.53  -0.33
N -1.35 -0.23 0.46  -0.22
O -3.43 0.54 0.22  -0.51
H 4.60 0.13 -0.28  0.28
H 3.50 1.06 1.01  0.25
H 2.37 -0.83 -1.17  0.23
H 1.42 0.54 1.34  0.33
H -0.15 -1.03 -1.10  0.34
H -2.31 0.53 -1.35  0.36
H -2.59 -1.15 -0.88  0.35
H -1.47 -0.78 1.40  0.45
H -1.22 0.61 1.01  0.41
H -4.16 0.93 -0.27  0.35

=====

Most stable: 2 (next structure +38.2 kcal/mol)

=====

## 1
Entry from OMol25: C5H11N in the gas phase (ωB97M-V/def2-TZVPD).

Computed properties:
SMILES string: C=C(CC)CN
M: 85.15 g/mol

Each line ends with the Mulliken charge.
Element x y z (Å)
C -1.86 -0.69 0.52  -1.11
C -0.58 -1.28 -0.07  -0.66
C 0.39 -0.23 -0.52  0.62
C 0.57 0.14 -1.78  -0.98
C 1.07 0.46 0.64  -0.53
H -2.57 -1.49 0.72  0.35
H -2.36 0.03 -0.15  0.30
H -1.72 -0.08 1.43  0.33
H -0.16 -1.90 0.69  0.28
H -0.92 -1.96 -0.87  0.34
H 1.34 0.84 -2.09  0.33
H 0.04 -0.29 -2.61  0.30
H 0.27 0.54 1.45  0.25
H 1.73 -0.25 1.14  0.36
H 2.12 2.07 1.17  0.26
H 0.96 2.39 0.04  0.24
N 1.69 1.70 0.30  -0.68

=====

## 2
Entry from OMol25: C5H11N in the gas phase (ωB97M-V/def2-TZVPD).

Computed properties:
SMILES string: CCCN1CC1
M: 85.15 g/mol

Each line ends with the Mulliken charge.
Element x y z (Å)
C -0.72 2.31 0.98  -1.17
C 0.21 1.10 0.95  -0.24
C -0.23 0.11 -0.10  -0.68
N 0.55 -1.13 -0.04  -0.26
C -0.14 -2.17 -0.75  -0.46
C 1.23 -1.79 -1.15  -0.39
H -0.81 2.77 -0.01  0.32
H -0.37 3.07 1.68  0.34
H -1.73 2.01 1.30  0.32
H 1.25 1.41 0.75  0.30
H 0.21 0.58 1.91  0.26
H -0.28 0.55 -1.11  0.32
H -1.26 -0.19 0.15  0.35
H -0.37 -3.04 -0.15  0.24
H -0.93 -1.82 -1.42  0.28
H 2.04 -2.45 -0.85  0.23
H 1.36 -1.31 -2.13  0.25

=====

## 3
Entry from OMol25: C5H11N in the gas phase (ωB97M-V/def2-TZVPD).

Computed properties:
SMILES string: CN1CC1(C)C
M: 85.15 g/mol

Each line ends with the Mulliken charge.
Element x y z (Å)
C 1.73 0.49 -0.67  -0.45
N 1.19 -0.39 0.33  -0.42
C 0.55 0.15 1.52  -0.44
C -0.22 -0.36 0.33  0.90
C -0.96 0.96 -0.72  -1.41
C -1.09 -1.60 0.18  -1.49
H 1.97 -0.10 -1.57  0.24
H 0.83 1.12 -0.89  0.12
H 2.62 1.01 -0.31  0.28
H 0.42 1.23 1.65  0.25
H 0.84 -0.37 2.44  0.26
H -1.80 1.17 -0.09  0.43
H -1.27 0.46 -1.65  0.36
H -0.70 1.99 -1.10  0.36
H -2.08 -1.40 0.61  0.31
H -1.22 -1.80 -0.89  0.30
H -0.72 -2.53 0.64  0.39

=====

Most stable: 1 (next structure +16.0 kcal/mol)

=====

## 1
Entry from OMol25: C5H11N in the gas phase (ωB97M-V/def2-TZVPD).

Computed properties:
M: 85.15 g/mol

Each line ends with the Mulliken charge.
Element x y z (Å)
C -0.13 2.33 0.62  -1.05
C -1.35 1.38 0.37  -0.57
C -0.83 -0.13 0.21  -0.75
C 0.39 -0.14 -0.69  -0.09
C 0.85 -2.54 -0.21  -0.69
N 1.31 -1.09 -0.40  -0.33
H 0.67 1.70 1.01  0.31
H 0.08 2.83 -0.32  0.26
H -0.37 3.08 1.37  0.34
H -1.94 1.31 1.27  0.37
H -1.76 1.64 -0.60  0.36
H -0.66 -0.43 1.24  0.39
H -1.74 -0.58 -0.19  0.40
H 0.02 -0.12 -1.71  0.20
H 1.49 -1.69 -1.30  0.40
H 1.10 -2.98 0.75  0.23
H -0.20 -2.68 -0.46  0.20

=====

## 2
Entry from OMol25: a molecular structure, C5H11N (ωB97M-V/def2-TZVPD).

Computed properties:
M: 85.15 g/mol

Each line ends with the Mulliken charge.
Element x y z (Å)
C 2.14 -1.12 -0.22  -1.08
C 1.25 0.07 -0.59  -0.30
C 0.26 0.40 0.50  -0.49
C -1.30 1.69 0.81  -0.65
N -1.07 0.45 0.30  0.13
C -1.98 -0.52 -0.27  -0.92
H 2.66 -0.94 0.73  0.29
H 1.55 -2.04 -0.11  0.28
H 2.90 -1.30 -0.99  0.34
H 1.88 0.94 -0.80  0.27
H 0.69 -0.14 -1.51  0.28
H 0.63 0.47 1.53  0.36
H -0.88 2.55 0.30  0.26
H -2.08 1.84 1.56  0.30
H -1.43 -1.44 -0.51  0.30
H -2.45 -0.14 -1.18  0.32
H -2.77 -0.77 0.45  0.31

=====

Most stable: 2 (next structure +75.9 kcal/mol)